1.
{"formula": "C3H9N2O2P", "method": "ωB97M-V/def2-TZVPD", "gap_ev": 8.836, "total_charge": 0, "de_lowest_ev": 4.686, "smiles": "C=CCN(N)P(O)O", "fmax_ev_per_a": 4.45, "species": ["C", "C", "C", "N", "N", "P", "O", "O", "H", "H", "H", "H", "H", "H", "H", "H", "H"], "positions_angstrom": [[-1.0044, 1.9029, 1.5230], [-0.6363, 0.6424, 1.7454], [-0.9486, -0.4212, 0.7453], [0.4551, -0.7407, -0.2894], [1.7608, -0.7742, 0.1432], [0.2849, 0.2060, -1.7478], [1.1844, -0.8512, -2.5843], [-1.2034, -0.3451, -2.1457], [-0.8199, 2.4917, 2.4037], [-1.3122, 2.1365, 0.5267], [-0.2499, 0.2851, 2.7391], [-1.6930, -0.1662, 0.0230], [-1.0031, -1.4605, 0.9967], [1.8353, -1.3984, 0.9769], [2.1772, 0.0326, 0.4273], [2.1856, -0.6813, -2.5729], [-1.0125, -0.8584, -2.9103]], "forces_ev_per_angstrom": [[1.271, -1.564, 1.202], [-0.891, -1.565, 0.540], [4.205, -0.129, -1.437], [-3.601, 1.169, 0.020], [-0.354, -3.674, 1.294], [0.597, -0.350, 1.755], [2.401, 0.081, -1.420], [0.261, 0.885, 0.494], [-0.261, 1.252, -0.504], [-0.505, 0.852, -0.100], [-0.316, 0.644, -1.040], [-0.443, 0.197, -0.236], [-0.578, -0.170, 0.971], [-0.046, 0.294, -1.239], [0.960, 3.502, 0.965], [-2.386, -0.228, 0.034], [-0.313, -1.196, -1.300]], "lowdin_charge": [0.00, -0.22, -0.11, -0.35, -0.05, 0.71, -0.32, -0.27, 0.05, 0.06, 0.11, 0.05, 0.08, 0.11, 0.01, 0.10, 0.02]}


2.
{"formula": "C3H9N2O2S", "method": "ωB97M-V/def2-TZVPD", "gap_ev": 4.293, "total_charge": -1, "de_lowest_ev": 6.861, "fmax_ev_per_a": 2.67, "species": ["C", "C", "S", "N", "C", "N", "O", "H", "H", "H", "H", "H", "H", "H", "H", "H", "O"], "positions_angstrom": [[-0.3741, 1.4591, 1.7403], [0.3916, 0.8281, 0.4844], [0.6308, 1.9877, -0.7936], [-0.5591, 0.4933, 2.7079], [-0.0242, -2.2046, -0.0163], [1.2386, -2.0758, 0.4124], [-0.4303, -2.4081, -1.1814], [0.2366, 2.3205, 2.0479], [-1.3619, 1.6643, 1.3038], [1.3035, 0.3223, 0.8328], [-0.1974, -0.0405, 0.1902], [-0.4387, 0.9054, 3.6358], [1.7114, -1.5675, -0.3408], [-0.7929, -2.0756, 0.7652], [-0.7669, 0.6371, -1.9956], [-1.0846, -0.8115, -1.7666], [-1.4294, -0.0305, -2.2517]], "forces_ev_per_angstrom": [[-0.262, -0.388, 2.085], [1.032, -1.233, -2.132], [0.271, -0.128, 0.716], [-0.663, 0.501, -0.533], [0.278, -0.349, -0.021], [-0.740, 1.198, 0.109], [0.129, 0.345, 0.117], [-0.731, 0.389, -0.007], [0.357, 0.191, -0.431], [-0.010, 0.632, 0.398], [-0.601, 0.490, 0.096], [0.853, -0.147, -0.062], [0.462, -0.848, -0.276], [-0.049, -0.550, 0.285], [-0.406, 0.120, -0.252], [-0.367, -0.270, -0.529], [0.447, 0.047, 0.439]], "lowdin_charge": [-0.39, -0.73, 0.55, 0.10, -0.59, 0.02, -0.12, 0.09, 0.13, 0.05, 0.01, 0.03, 0.01, 0.09, -0.10, -0.03, -0.14]}


3.
{"formula": "C3H9N2O2S", "method": "ωB97M-V/def2-TZVPD", "gap_ev": 6.528, "total_charge": -1, "de_lowest_ev": 0.737, "fmax_ev_per_a": 0.98, "species": ["C", "C", "S", "N", "C", "N", "O", "H", "H", "H", "H", "H", "H", "H", "H", "H", "O"], "positions_angstrom": [[0.3067, -0.0650, 0.4064], [0.0621, -1.1385, 1.4223], [-1.0959, -0.5055, 2.7154], [1.0864, -0.5363, -0.7830], [1.3081, 0.3810, -1.7804], [2.0507, 1.4701, -1.4029], [0.9341, 0.2363, -2.9400], [-0.6539, 0.3248, 0.0788], [0.7658, 0.8475, 0.7888], [-0.3256, -2.0254, 0.9011], [0.9395, -1.4284, 1.9817], [0.6838, -1.3576, -1.2100], [2.3083, 1.5355, -0.4288], [1.8390, 2.3306, -1.8756], [-3.3257, -0.1120, 1.4967], [-3.1857, -0.2003, -0.0253], [-3.6978, 0.2431, 0.6548]], "forces_ev_per_angstrom": [[0.189, 0.429, -0.664], [-0.617, 0.200, 0.739], [-0.077, -0.247, -0.227], [-0.007, -0.038, 0.290], [-0.138, -0.068, -0.703], [0.160, 0.267, 0.398], [0.171, -0.006, 0.243], [-0.431, -0.205, -0.208], [0.367, -0.382, 0.455], [-0.042, 0.073, 0.141], [0.567, -0.113, -0.280], [-0.215, -0.062, 0.123], [-0.153, 0.092, -0.178], [0.097, -0.007, -0.079], [0.319, 0.312, -0.564], [0.143, -0.038, 0.095], [-0.334, -0.206, 0.418]], "lowdin_charge": [-0.32, -0.73, 0.17, 0.04, -0.65, 0.14, 0.01, 0.09, 0.09, 0.05, 0.02, 0.12, 0.09, 0.10, -0.06, 0.00, -0.14]}


4.
{"formula": "C3H9N2O3", "method": "ωB97M-V/def2-TZVPD", "gap_ev": 10.814, "total_charge": 1, "de_lowest_ev": 4.464, "fmax_ev_per_a": 4.15, "species": ["C", "C", "C", "N", "N", "O", "O", "O", "H", "H", "H", "H", "H", "H", "H", "H", "H"], "positions_angstrom": [[-0.3472, 0.2706, -0.9694], [-0.2437, -1.3477, 1.0684], [0.7033, -0.3376, 0.5886], [-1.1302, 1.2578, -0.7901], [0.9339, 0.8913, 1.3026], [-0.2357, -0.3559, -2.0779], [1.8287, -0.9115, 0.0446], [-2.0844, 1.7748, -1.6739], [0.0973, -1.8486, 2.0573], [-1.3892, -1.0685, 1.0172], [-0.1728, -2.1968, 0.3544], [-1.1922, 1.5802, 0.1344], [0.1817, 1.0476, 1.9026], [1.8187, 1.2884, 1.6100], [0.3378, -1.1331, -2.1913], [2.6410, -0.4694, 0.1799], [-1.7471, 1.5584, -2.5573]], "forces_ev_per_angstrom": [[2.745, -2.010, 2.371], [-2.044, -2.303, 0.994], [1.305, 3.166, -1.665], [-0.574, -0.382, -1.844], [-0.125, -1.715, -1.248], [-1.079, 0.356, -1.860], [-2.370, -1.061, -0.133], [0.534, -0.267, 0.521], [-0.758, 1.239, -1.348], [2.463, -0.230, 0.654], [-0.029, 0.497, 0.266], [-0.345, 1.150, 1.108], [-0.888, 0.546, 1.521], [-0.204, -0.647, -0.406], [0.199, 0.405, 0.855], [1.209, 1.200, 0.313], [-0.040, 0.058, -0.099]], "lowdin_charge": [-0.20, -0.03, -0.47, 0.07, 0.13, 0.19, 0.08, 0.09, 0.14, 0.14, 0.10, 0.15, 0.07, 0.13, 0.17, 0.11, 0.13]}


5.
{"formula": "C3H9N2O4S2", "method": "ωB97M-V/def2-TZVPD", "gap_ev": 8.344, "total_charge": -1, "de_lowest_ev": 0.000, "fmax_ev_per_a": 3.90, "species": ["C", "C", "C", "N", "N", "O", "O", "O", "O", "S", "S", "H", "H", "H", "H", "H", "H", "H", "H", "H"], "positions_angstrom": [[-0.8205, 2.3305, -1.8733], [0.7624, -2.0612, -0.3111], [0.4075, 2.4122, 0.9502], [-0.0424, 1.3963, -1.4600], [0.5323, -1.5474, -1.6586], [-1.8041, -0.7548, -0.8279], [-0.6825, 3.5333, -1.7044], [2.2975, 2.7231, -1.0259], [1.7519, 0.4859, -0.0969], [-1.0462, -1.5669, -2.1133], [1.2563, 1.7890, -0.5739], [-1.7727, 1.9804, -2.3871], [-0.0675, -1.7480, 0.4130], [0.7337, -3.1832, -0.5747], [1.6955, -1.7604, 0.0402], [1.3218, 2.5889, 1.4764], [-0.0051, 3.3724, 0.7267], [-0.1350, 1.6979, 1.4704], [-1.3790, 0.1603, -1.0384], [0.8848, -0.6242, -1.7707]], "forces_ev_per_angstrom": [[-2.321, 2.056, -1.057], [-2.426, -2.548, -0.973], [3.061, 1.438, -1.952], [2.120, -2.188, -0.237], [-0.159, -0.034, -0.002], [0.976, 1.615, -1.481], [-0.125, 1.106, -0.111], [-1.863, -0.940, 0.147], [0.245, 1.163, -0.672], [-0.742, -0.429, 0.279], [-0.304, -0.902, 2.335], [0.775, -0.066, 0.280], [1.240, -0.556, -0.926], [0.048, 1.255, 1.483], [1.456, 0.368, 0.542], [0.514, 0.320, 0.989], [-0.779, 0.327, -0.060], [-1.302, -1.366, 0.339], [-0.819, -1.376, 1.039], [0.405, 0.756, 0.037]], "lowdin_charge": [-0.55, -0.21, -0.11, -0.18, -0.47, -0.52, -0.06, -0.34, -0.39, 0.79, 0.63, 0.13, 0.08, 0.09, 0.02, 0.04, 0.04, 0.04, -0.01, -0.01]}


6.
{"formula": "C3H9N2OS", "method": "ωB97M-V/def2-TZVPD", "gap_ev": 8.896, "total_charge": 1, "de_lowest_ev": 3.462, "fmax_ev_per_a": 3.82, "species": ["C", "C", "C", "N", "N", "O", "S", "H", "H", "H", "H", "H", "H", "H", "H", "H"], "positions_angstrom": [[-0.2690, 1.7097, -0.3376], [1.2140, 2.1487, 1.4587], [-1.4966, -2.3841, -1.0128], [-1.2078, 2.0078, -0.9785], [0.7838, 1.4218, 0.2911], [0.8329, -1.4535, -0.0627], [-0.7832, -1.5797, 0.4245], [0.8858, 3.0927, 1.4059], [2.2490, 2.2701, 1.7273], [0.9465, 1.7487, 2.4052], [-0.8388, -3.2717, -1.2240], [-1.6805, -1.5647, -1.8728], [-2.5007, -2.9167, -0.6783], [-1.3874, 2.6606, -1.7212], [1.4951, -2.0047, 0.4162], [1.1404, 0.5025, -0.0357]], "forces_ev_per_angstrom": [[-0.646, 1.119, -1.142], [1.494, -1.686, 1.628], [-1.430, -0.204, -0.777], [0.215, -0.409, 0.963], [0.458, -1.358, -0.438], [0.652, 0.373, 0.017], [0.236, -0.256, 0.285], [-1.576, 3.465, -0.305], [1.091, -0.462, -1.552], [-1.404, -0.919, 0.531], [-0.511, 1.165, -0.444], [0.469, -2.443, 1.746], [1.839, 1.529, -0.599], [-0.059, 0.059, -0.317], [-1.165, 0.101, -0.254], [0.338, -0.074, 0.659]], "lowdin_charge": [-0.14, 0.00, -0.42, 0.33, 0.09, -0.51, 0.79, 0.06, 0.11, 0.10, 0.05, 0.08, 0.09, 0.14, 0.08, 0.14]}


7.
{"formula": "C3H9N2OS", "method": "ωB97M-V/def2-TZVPD", "spin_multiplicity": 3, "gap_ev": [8.378, 5.176], "total_charge": 1, "de_lowest_ev": 2.029, "fmax_ev_per_a": 4.10, "species": ["C", "C", "C", "N", "N", "O", "S", "H", "H", "H", "H", "H", "H", "H", "H", "H"], "positions_angstrom": [[1.5689, 0.8015, 0.2860], [-2.0460, -0.1365, -0.1959], [1.2069, -0.5425, -0.2771], [1.0494, 1.8487, -0.3875], [-1.0216, -0.5692, 0.6655], [2.3207, 0.9232, 1.2094], [1.8660, -1.8755, 0.4344], [-1.5586, 0.5835, -0.9302], [-2.7254, -0.9599, -0.7525], [-2.8451, 0.5707, 0.3272], [0.9077, -0.6626, -1.2445], [0.2776, 1.7315, -1.1225], [1.2354, 2.8384, -0.0781], [-1.0893, -1.6147, 0.8894], [-0.8623, 0.0410, 1.5123], [1.7157, -2.9775, -0.3361]], "forces_ev_per_angstrom": [[0.020, -1.032, -1.180], [-2.918, 1.354, -2.105], [0.584, 1.747, 0.276], [-2.356, 1.918, -1.656], [-1.832, -2.272, 2.876], [0.620, -0.073, 1.374], [1.265, -1.455, 2.526], [-0.835, -0.871, 0.406], [2.230, 1.670, 1.315], [1.747, -1.329, -0.554], [-0.976, 0.057, -2.513], [2.041, 0.269, 1.606], [-0.143, -1.813, -0.374], [0.597, 2.010, -0.150], [0.368, -0.878, -1.230], [-0.413, 0.697, -0.617]], "lowdin_spin": [0.06, 0.09, 0.51, 0.03, 0.62, 0.06, 0.50, 0.04, 0.00, 0.04, 0.02, 0.00, 0.00, 0.00, 0.01, 0.02]}


8.
{"formula": "C3H9N2S", "method": "ωB97M-V/def2-TZVPD", "gap_ev": 6.374, "total_charge": -1, "de_lowest_ev": 0.431, "smiles": "NC[C@@H](N)C[S-]", "fmax_ev_per_a": 1.25, "species": ["N", "C", "C", "N", "C", "S", "H", "H", "H", "H", "H", "H", "H", "H", "H"], "positions_angstrom": [[-1.8282, 1.0961, -0.0330], [-0.6923, 0.5516, -0.7367], [0.3873, 0.1222, 0.2398], [-0.1454, -0.5474, 1.4229], [1.5209, -0.6251, -0.4671], [2.7913, -1.3159, 0.5938], [-2.7102, 1.1528, -0.5021], [-1.8168, 1.1909, 0.9622], [-0.9627, -0.3488, -1.2994], [-0.2455, 1.3001, -1.3919], [0.8301, 1.0629, 0.6115], [0.6763, -1.0320, 1.8007], [-0.7970, -1.2768, 1.1324], [1.9455, 0.0537, -1.2027], [1.0468, -1.3842, -1.1304]], "forces_ev_per_angstrom": [[-0.297, 0.567, -0.486], [-0.112, -0.462, 0.726], [0.649, 0.979, 0.416], [-0.173, -0.269, -0.133], [-0.696, -0.363, -0.933], [0.209, -0.148, 0.273], [-0.039, -0.052, 0.129], [0.116, -0.340, 0.083], [-0.179, 0.098, -0.301], [0.031, -0.107, -0.363], [0.054, -0.170, 0.079], [-0.080, -0.035, 0.107], [0.136, 0.004, -0.031], [0.259, 0.422, -0.045], [0.121, -0.121, 0.479]], "lowdin_charge": [-0.02, -0.29, -0.54, 0.00, -0.79, 0.13, 0.04, 0.05, 0.10, 0.10, 0.12, -0.02, 0.06, 0.03, 0.04]}